Entry 1:
{
  "formula": "C48H56F9IN3O12S3",
  "method": "ωB97M-V/def2-TZVPD",
  "homo_lumo_gap_ev": 6.4,
  "homo_ev": -10.550,
  "total_charge": 1,
  "lumo_ha": -0.1521,
  "elements": ["H", "H", "H", "C", "I", "O", "H", "F", "C", "H", "H", "H", "C", "C", "H", "C", "C", "C", "H", "H", "H", "N", "H", "C", "H", "O", "C", "C", "C", "C", "S", "F", "H", "C", "C", "H", "H", "H", "H", "C", "H", "H", "S", "C", "H", "C", "C", "C", "C", "H", "C", "H", "H", "O", "C", "C", "H", "H", "F", "F", "C", "C", "C", "S", "C", "O", "H", "O", "C", "O", "H", "H", "H", "H", "H", "F", "H", "H", "H", "O", "H", "C", "C", "C", "O", "F", "C", "O", "H", "H", "H", "H", "O", "H", "H", "H", "F", "C", "O", "H", "H", "C", "H", "H", "H", "C", "C", "C", "C", "N", "N", "F", "H", "C", "C", "H", "H", "C", "H", "C", "C", "H", "H", "F", "H", "C", "O", "C", "C", "H", "C", "C"],
  "coordinates": [[3.454780, 3.304768, 3.704446], [-1.480990, -4.351849, -1.420044], [2.361975, 0.734835, -4.605286], [-0.817508, -4.342376, -0.432213], [-1.325440, 0.543158, 0.328766], [5.027140, 5.582298, -0.833305], [1.600605, -2.435901, 2.046070], [3.440819, -6.511264, -2.657997], [-1.015997, -2.141032, -3.149581], [-8.879967, -4.983941, 6.110568], [-2.942431, 1.660750, -4.161449], [3.478757, 2.529852, -4.003851], [4.507030, 3.199912, 3.939020], [2.940162, 0.046381, -2.014748], [1.566235, 3.161151, 1.306946], [6.192679, 5.671065, -1.194068], [-5.520969, 3.462287, 4.226287], [-2.091055, 1.052194, -3.586957], [-7.600752, -2.984456, 1.687936], [-5.187882, -4.337824, -0.449987], [1.048692, 2.436353, -0.368270], [-2.961464, -1.793989, -0.873935], [4.410130, 4.049539, 5.881378], [6.793563, 2.435669, 3.195109], [3.821034, 0.763127, 0.801450], [-0.704432, -1.268636, -1.989127], [1.547276, 0.940536, -3.770161], [-5.698009, -1.848331, -0.899425], [-8.064045, -5.390769, 4.123029], [1.483403, 3.390284, 0.157242], [1.391258, -5.657818, -4.279600], [0.497864, -6.782632, -1.273234], [7.403001, 1.985460, 2.420696], [-4.737827, 1.191593, 2.654963], [5.019568, 3.599329, 5.106965], [8.358350, 2.730230, 4.597628], [5.840640, 7.336677, -2.566423], [-6.566981, 0.271177, 3.420348], [0.922728, 3.047191, -4.493677], [-8.782178, -3.201585, 4.962676], [0.803961, 4.339158, 0.007078], [-3.220343, -2.586015, -1.502298], [2.191354, -0.667019, -0.444650], [-1.183837, -3.119336, 0.601019], [-1.068245, -5.350696, 0.155872], [6.614882, 6.683663, -2.181794], [-8.617399, -4.511355, 5.171665], [8.928283, 5.880239, -2.037356], [8.506081, 4.867641, -1.049631], [-3.021858, 1.285648, -1.541207], [3.379901, 2.391138, -2.835700], [-4.295415, -0.079789, -0.142707], [0.913536, -3.336712, -1.528293], [-7.914745, -6.590030, 4.312750], [0.793716, -4.213624, -0.760930], [-8.416674, -2.577627, 3.675476], [3.405452, 4.614086, 0.080869], [1.029622, -0.083747, -3.541704], [1.073328, -7.329889, -4.095758], [0.634655, -5.743276, -5.821287], [7.306100, 2.835086, 4.363055], [2.769130, -0.419515, 2.443420], [6.457108, 3.445525, 5.405350], [4.223763, -0.767564, -2.818909], [-2.688349, -2.495368, 0.436811], [4.886408, 2.226002, 1.827210], [9.280322, 4.214627, -0.665002], [6.926723, 3.808997, 6.474865], [-7.698540, -4.766812, 2.835827], [-5.432882, 0.311271, -2.915595], [-3.012366, 2.412806, 2.095520], [-1.135694, -3.591037, 1.696390], [-6.570178, -1.036298, -0.942076], [3.168917, -2.639661, 3.186123], [8.215505, 7.518792, -3.296673], [2.917406, -5.989337, -5.056609], [-5.733349, -2.405109, -1.945306], [-9.187344, -2.542618, 5.720867], [-0.478871, 2.102902, -2.174710], [-5.944133, -2.721810, 0.257969], [-7.293374, -5.425780, 2.077637], [7.232028, 4.770010, -0.657732], [5.356023, 2.589473, 2.896724], [1.463700, -5.648293, -1.302124], [-4.403880, 0.223030, 1.986475], [1.734385, -3.970042, -4.585467], [-0.899788, 2.131367, -3.265998], [-6.092048, -3.925153, -0.285671], [-3.691814, 4.382703, 3.460902], [4.351327, -1.052258, 0.774986], [6.905458, 4.032513, 0.065247], [-0.308528, -2.345000, 0.544774], [-5.854915, 4.430850, 4.894775], [3.753529, 2.736988, -0.160781], [3.844059, 4.624095, -2.324225], [-7.246429, 2.241073, 4.785730], [3.029619, -4.161834, -2.712234], [2.269033, -1.927650, 2.887145], [-8.565975, -1.378368, 3.485754], [-2.919083, -1.857286, 1.397621], [1.359862, -3.855174, 0.227322], [3.013447, 3.824436, -2.076498], [1.965476, 4.252800, -2.423568], [-1.322488, 3.234320, -3.423657], [-1.673254, 0.282206, -4.365672], [-4.282248, 3.475396, 3.423043], [0.409391, 2.008550, -4.271992], [3.418846, -0.339100, 0.938577], [-2.810672, 0.393611, -2.271107], [2.309455, 1.355411, -2.526112], [-1.636010, -2.619878, -4.208838], [2.478225, -5.988277, -0.231694], [-0.008714, 1.620969, -5.301118], [2.322878, -5.496046, -2.680107], [-4.290527, -1.009685, -0.855301], [-4.156342, -1.352265, -3.106048], [1.813330, 0.291634, 2.435963], [-3.917683, 2.418501, 2.690656], [3.541026, 0.034791, 3.201577], [3.019641, 3.614303, -0.439163], [-4.243391, -0.389906, -2.408283], [4.450684, 2.088960, -2.443894], [1.600663, -1.814755, 3.860981], [-0.110601, -5.160748, -3.634583], [-3.440127, -3.421397, 0.480586], [-7.863320, -3.457043, 2.626839], [10.093822, 5.969006, -2.398120], [-1.965469, -0.742539, -1.380816], [-6.341112, 2.235378, 4.190595], [-5.846195, -0.350430, -3.575754], [-5.976547, 1.178483, 3.458208], [7.888935, 6.781295, -2.573692]],
  "atomic_forces_ev_per_a": [[0.0, 0.0, 0.0], [1.5, 0.1, 2.0], [-1.8, 0.4, 1.3], [-0.1, -0.6, 0.7], [0.3, -1.1, -0.6], [1.2, 0.4, -0.2], [1.5, 1.1, 1.7], [-4.1, 3.3, -0.1], [-5.2, -0.8, -5.8], [0.0, 0.0, 0.0], [1.7, -1.5, 1.4], [-0.2, -0.2, 2.2], [0.0, 0.1, 0.4], [1.7, 0.1, -1.0], [-0.2, 0.5, -2.1], [-0.6, 0.1, 0.2], [-0.5, 0.9, 0.7], [-0.1, 0.4, -0.7], [-0.1, 0.0, 0.1], [-1.2, 0.7, 0.6], [0.6, 1.9, 1.0], [-1.4, 0.3, 0.7], [0.1, 0.0, 0.0], [0.3, 0.1, 0.3], [-1.0, -2.4, 0.2], [-2.9, -2.6, -2.6], [-0.4, -0.4, -0.9], [0.1, 2.0, -0.3], [0.1, -1.0, 0.2], [0.9, -0.8, -0.1], [0.1, 0.7, -5.2], [3.1, 3.4, -0.6], [0.0, 0.0, 0.0], [-0.1, -0.1, 0.1], [-0.4, -0.1, -0.3], [0.0, 0.0, 0.0], [0.0, 0.0, 0.0], [0.0, 0.0, 0.0], [-1.2, -2.0, 0.7], [0.0, -0.3, 0.3], [1.4, -1.9, 0.1], [1.1, 0.8, -0.4], [0.4, 0.6, -0.3], [0.3, -0.7, 0.2], [0.7, 2.1, -1.5], [0.3, 0.2, -0.2], [-0.1, 0.4, 0.2], [1.0, 0.1, -0.3], [-0.4, -0.2, 0.3], [0.4, -1.8, -1.5], [0.6, 1.6, 0.0], [0.3, -2.4, -0.8], [0.1, -1.9, 1.3], [-0.1, 0.9, -0.2], [-0.8, -0.1, 0.0], [-0.1, 0.6, -0.1], [-0.8, -2.5, -1.3], [0.9, 1.9, -0.4], [0.6, 3.8, 0.1], [1.6, 0.2, 3.4], [0.1, -0.2, -0.5], [-0.9, -0.2, -0.8], [0.5, 0.3, 1.0], [-2.8, 1.8, 1.8], [0.8, -2.1, 2.8], [0.4, 0.3, 0.6], [0.0, 0.0, 0.0], [-0.4, -0.3, -0.9], [0.1, 0.4, -0.3], [1.3, -2.3, -0.1], [0.0, 0.0, 0.0], [-0.3, 1.2, -2.3], [2.1, -1.6, 0.2], [-1.9, 1.5, -0.9], [0.0, 0.0, 0.0], [-3.5, 0.4, 1.5], [0.0, 0.6, 2.5], [0.0, 0.0, 0.0], [-0.9, -0.2, -1.9], [1.4, 3.9, -1.1], [0.0, 0.0, 0.0], [0.4, -0.1, 0.0], [-0.2, -0.1, -0.4], [0.2, -0.2, 3.3], [-0.1, 0.1, 0.1], [-1.5, -3.4, 0.1], [0.8, 1.3, 0.0], [0.3, -4.9, -1.3], [0.0, 0.0, 0.0], [-2.0, 1.3, 0.6], [-0.1, 0.0, 0.0], [-2.0, -1.0, 0.1], [0.3, -0.8, -0.6], [-1.7, 1.8, -0.5], [-1.8, -1.8, 0.3], [0.0, 0.0, 0.0], [-2.3, -4.7, 0.8], [-0.1, 0.3, 0.6], [0.2, -0.5, 0.1], [0.3, -0.8, -2.4], [-1.1, -1.2, -2.3], [0.2, -0.3, 0.3], [2.1, -1.0, 0.6], [0.8, -2.4, 0.4], [-0.9, 1.1, 1.7], [0.4, -0.2, -0.4], [-0.1, -0.4, -0.4], [2.1, 1.0, 0.4], [-0.9, 0.1, -0.5], [1.3, -2.1, -0.1], [5.7, 4.0, 9.6], [-2.7, 0.7, -3.3], [1.0, 0.7, 1.8], [4.8, -0.1, 2.2], [-2.8, 1.9, -2.2], [0.4, 1.9, 1.3], [2.0, -1.4, 0.1], [0.0, 0.3, 0.1], [-1.4, -1.0, -1.5], [-0.8, 1.1, 0.1], [0.9, -1.5, -0.5], [-2.3, 0.3, -0.7], [1.3, -0.3, -2.1], [2.9, -1.4, -0.8], [1.5, 2.1, -0.2], [0.1, -0.4, -0.2], [-0.9, -0.1, 0.3], [0.7, 2.3, -0.5], [-0.1, -0.4, -0.2], [0.9, 1.8, 1.6], [-0.2, 0.1, 0.2], [-0.5, 0.2, 0.0]]
}

---

Entry 2:
{
  "formula": "ClF2MgNO3",
  "method": "ωB97M-V/def2-TZVPD",
  "homo_lumo_gap_ev": 8.7,
  "homo_ev": -2.271,
  "total_charge": -2,
  "lumo_ha": 0.2361,
  "elements": ["O", "F", "N", "O", "O", "Cl", "Mg", "F"],
  "coordinates": [[-0.478186, -1.130333, -2.346548], [-0.002689, -0.923790, 2.383223], [0.352280, -0.506783, -1.613273], [0.084348, -0.010682, -0.638233], [1.586493, -0.994885, -1.711814], [1.134804, 2.207505, 1.523759], [-0.376130, 0.445135, 1.123349], [-2.300921, 0.913835, 1.279538]],
  "atomic_forces_ev_per_a": [[-0.5, 2.3, -0.4], [-0.1, 0.2, -0.5], [4.9, -10.9, -6.6], [-3.0, 5.8, 6.4], [-1.1, 2.3, -0.8], [0.1, 0.4, 0.0], [-1.4, 0.2, 2.1], [1.0, -0.2, -0.3]]
}

---

Entry 3:
{
  "formula": "C27H32MnN8OS4",
  "method": "ωB97M-V/def2-TZVPD",
  "multiplicity": 4,
  "s_squared": 3.79,
  "homo_lumo_gap_ev": [6.6, 6.5],
  "homo_ev": [-13.305, -13.301],
  "total_charge": 2,
  "lumo_ha": [-0.2480, -0.2491],
  "elements": ["H", "H", "C", "C", "H", "C", "C", "H", "H", "H", "S", "H", "C", "H", "C", "H", "C", "H", "C", "H", "H", "C", "C", "H", "S", "H", "H", "O", "H", "H", "N", "C", "H", "N", "C", "C", "S", "H", "C", "N", "C", "N", "H", "N", "C", "C", "H", "C", "N", "C", "C", "S", "H", "H", "C", "C", "H", "C", "H", "H", "N", "H", "C", "H", "C", "H", "C", "H", "Mn", "H", "C", "N", "H"],
  "coordinates": [[-4.457279, -1.755436, -4.577444], [1.073733, -1.344492, -4.441823], [0.807092, 2.308602, 4.238056], [-3.940884, 4.864517, -1.716703], [-4.493520, 4.390384, -2.529350], [0.754322, -0.304610, -4.529500], [-4.274711, -0.760640, -4.985608], [2.801481, -0.317018, 2.919046], [-4.886102, -0.665058, -5.881185], [-1.502458, 0.988815, 3.234837], [0.728043, -0.960335, -0.996734], [4.097497, -1.650977, 0.824382], [1.061605, -0.800335, 0.657017], [-2.896447, -0.303725, -7.523026], [0.951886, -1.340136, 3.361915], [-4.173485, 5.925982, -1.714388], [1.636000, 2.745510, 6.451116], [-4.645374, -0.021050, -4.269178], [-0.580233, -0.210272, -5.172835], [2.973116, -7.300181, 1.803764], [2.167264, 3.890813, 4.718587], [1.937597, -4.293339, 0.653944], [-2.481359, 4.703543, -1.898587], [5.041450, -6.004671, 2.178670], [-0.749375, 1.280662, 0.834825], [-4.272437, 4.438530, -0.768137], [0.990684, -6.206890, 0.820901], [-2.655880, -0.883847, -0.896629], [1.044538, -1.156493, 4.430223], [-2.933339, 1.990049, -2.536543], [-1.778814, -0.457638, -4.470374], [-2.858685, -0.539608, -5.383396], [1.070805, -3.820306, 0.205451], [-1.821046, 3.483475, -1.866757], [2.293814, -1.257836, 2.689275], [3.149865, -2.095716, 0.513731], [0.723305, 2.531577, -2.182063], [0.794444, 0.152794, -3.542874], [0.062089, 1.238254, 4.727745], [-1.819275, -0.476279, -3.132220], [-2.327328, -0.321243, -6.608784], [0.091210, -0.285356, 2.809663], [1.479211, 0.225031, -5.145588], [-0.417282, 5.018514, -2.219405], [-0.774859, 0.405120, 3.792857], [4.214359, -4.177610, 1.422699], [0.919549, 1.444945, 7.997948], [3.100561, -3.558679, 0.870625], [-1.624682, 5.644546, -2.105847], [0.129407, 0.014839, 1.538596], [1.892129, -5.635027, 0.993630], [-2.915131, -1.234352, -2.304395], [2.245549, 3.335816, 7.121063], [-0.478201, 0.105946, 6.469526], [0.108850, 0.930266, 6.081892], [3.009105, -6.251121, 1.544232], [-2.959456, 2.185786, -0.895298], [1.592925, 3.056487, 5.098005], [3.019155, -1.913562, -0.550528], [0.475907, -2.310539, 3.198792], [2.095056, -1.352020, 1.236774], [-0.213954, 0.007874, -7.287980], [-0.913138, -0.130296, -6.481293], [0.763674, 2.564565, 3.185632], [0.892415, 1.685207, 6.944342], [-1.302942, -0.378642, 4.338433], [-0.484453, 3.695256, -2.090042], [0.415684, 5.556806, -2.400613], [-0.832199, 0.691780, -1.406856], [2.926808, -2.092753, 2.982855], [4.169892, -5.525335, 1.755219], [-2.361121, 2.202367, -1.720544], [5.123365, -3.611235, 1.586258]],
  "atomic_forces_ev_per_a": [[0.0, 0.0, 0.0], [0.0, 0.0, 0.0], [0.0, 0.0, 0.0], [0.0, 0.0, 0.0], [0.0, 0.0, 0.0], [0.1, 0.1, 0.0], [-0.1, 0.0, -0.1], [0.0, 0.0, 0.0], [0.0, 0.0, 0.0], [0.0, 0.0, 0.1], [0.0, 0.0, 0.1], [0.0, 0.0, 0.0], [-0.1, 0.1, 0.2], [0.0, 0.0, 0.0], [0.0, 0.0, -0.1], [0.0, 0.0, 0.0], [0.0, 0.0, 0.0], [0.0, 0.0, 0.0], [0.0, 0.0, 0.0], [0.0, 0.0, 0.0], [0.0, 0.0, 0.0], [0.0, 0.0, 0.0], [0.0, 0.1, 0.0], [0.0, 0.0, 0.0], [0.1, -0.1, 0.3], [0.0, 0.0, 0.0], [0.0, 0.0, 0.0], [-0.1, 0.1, -0.3], [0.0, 0.0, 0.0], [0.0, 0.0, 0.0], [0.1, 0.0, -0.1], [0.0, 0.0, 0.0], [0.0, 0.0, 0.0], [0.3, 0.0, 0.0], [-0.1, 0.0, 0.0], [0.0, 0.1, 0.0], [-0.1, 0.0, -0.1], [0.0, 0.0, 0.0], [0.0, 0.0, 0.1], [0.0, 0.0, 0.2], [-0.1, 0.0, 0.1], [-0.2, 0.1, 0.0], [0.0, -0.1, 0.0], [0.0, -0.1, 0.0], [0.0, -0.1, -0.1], [0.0, 0.0, 0.0], [0.0, 0.0, 0.0], [0.0, 0.0, 0.0], [-0.1, 0.1, 0.0], [0.1, -0.1, -0.1], [0.0, 0.0, 0.0], [0.1, 0.0, 0.0], [0.0, 0.0, 0.0], [0.0, 0.0, 0.0], [0.0, 0.0, 0.0], [0.0, 0.0, 0.0], [0.0, 0.0, 0.0], [0.0, 0.0, 0.0], [0.0, 0.0, 0.0], [0.0, 0.0, 0.0], [0.1, 0.0, -0.1], [0.0, 0.0, 0.0], [0.0, 0.0, 0.1], [0.0, 0.0, 0.0], [0.0, 0.0, 0.0], [0.0, 0.0, 0.0], [-0.1, -0.1, 0.0], [0.0, 0.0, 0.0], [0.1, -0.1, -0.2], [0.0, 0.0, 0.0], [0.0, 0.0, 0.0], [-0.1, 0.0, 0.0], [0.0, 0.0, 0.0]]
}